Density functional theory data (the ωB97M-V functional and the def2-TZVPD basis) for a structure of composition C21H28BrNO9SbSn.

Output
LUMO	-2.67	eV
net charge	+1
calculated total energy	-124557.089	eV
relative energy (zero: lowest compared OMol25 entry of this formula, charge and spin)	2.21	kcal/mol
gap between HOMO and LUMO	0.325	Ha
highest occupied orbital energy	-11.50	eV

Geometry as XYZ:
```
62
Properties=species:S:1:pos:R:3:lowdin_charge:R:1
Sn 0.86293 -2.95613 1.78956 1.447
O -0.01109 -1.32888 6.17172 0.157
C 0.37262 -1.46977 4.90799 -0.495
O -0.32728 -1.25584 3.94971 0.019
C 1.78810 -1.98520 4.83094 -0.091
O 2.21898 -1.89436 3.48651 -0.263
C 3.56237 -2.38372 3.27971 -0.075
C 3.57577 -3.81077 2.72136 -0.611
O 4.58771 -4.45369 2.80852 0.114
O 2.44189 -4.21785 2.20355 -0.233
H -0.93766 -1.04439 6.19307 0.146
H 1.80259 -3.01926 5.19510 0.166
H 2.42937 -1.38701 5.48048 0.156
H 4.12617 -2.34936 4.20913 0.142
H 4.02479 -1.72423 2.54841 0.138
C -4.83715 -0.72915 -0.44423 -0.192
C -4.11837 0.12170 0.59993 -0.457
Sb -2.12459 -0.57446 1.01301 1.559
C -1.41322 1.22532 1.92692 -0.443
C -1.50554 2.55578 1.19625 -0.170
C -2.87001 2.71153 -2.59777 -0.149
C -1.85567 3.81869 -2.47028 -0.040
H -5.86711 -0.39856 -0.58310 0.074
H -4.86611 -1.78229 -0.15987 0.067
H -4.34573 -0.66952 -1.41881 0.049
H -4.63313 0.06216 1.56327 0.055
H -4.09778 1.17147 0.31359 0.032
H -0.38936 1.00378 2.21572 0.028
H -2.01004 1.23891 2.84666 0.057
H -0.79551 2.58775 0.36910 0.059
H -1.25418 3.37529 1.87197 0.079
H -2.50273 2.75032 0.80067 0.053
H -3.86471 3.03476 -2.30283 0.136
H -2.92260 2.30093 -3.60431 0.121
H -2.12165 4.61866 -3.16152 0.098
H -0.84982 3.47886 -2.72069 0.046
H -1.85051 4.22660 -1.46114 0.084
Br 2.16062 2.93323 -3.68329 0.767
C 2.84489 1.42142 -2.76314 -0.668
C 3.99890 0.80268 -3.21953 -0.105
C 4.46979 -0.31905 -2.55153 -0.044
C 3.78673 -0.82720 -1.45548 0.004
C 2.63303 -0.19415 -1.01196 -0.124
C 2.16669 0.94677 -1.65831 -0.086
C 1.80293 -0.75281 0.10318 -0.579
O 2.22209 -1.85523 0.62206 -0.187
O 0.75512 -0.18576 0.42150 -0.071
H 4.52064 1.19091 -4.08329 0.109
H 5.37053 -0.80544 -2.90058 0.116
H 4.13161 -1.71869 -0.95051 0.125
H 1.28132 1.44349 -1.28322 0.106
O -2.57817 1.62803 -1.65627 0.014
C -1.82789 0.63826 -1.99639 -0.327
C -1.21247 0.43131 -3.34880 -0.044
C -0.47296 -0.89189 -3.18207 -0.032
C -0.74755 -1.30770 -1.75519 -0.445
O -0.38692 -2.30617 -1.20832 0.071
N -1.56357 -0.30246 -1.13101 0.018
H -0.55607 1.26790 -3.59899 0.109
H -1.99692 0.38844 -4.10589 0.141
H 0.60475 -0.80366 -3.31579 0.131
H -0.82884 -1.67030 -3.85546 0.142
```